Here is a cluster of 2 separate species, C8H16P2 in total at a distorted geometry from the Open Molecules 2025 dataset. Energies are from wB97M-V/def2-TZVPD.

The relative energy (zero: lowest compared OMol25 entry of this formula, charge and spin) is 89.0 kcal/mol. The calculation puts the energy at -996.9109 Ha. The value obtained for the LUMO energy (alpha / beta) is -0.5 / -0.5 eV. As for the HOMO energy (alpha / beta): -7.76 / -7.76 eV. For the frontier orbital gap (alpha / beta), the calculation gives 7.27 / 7.27 eV.

```
26
Properties=species:S:1:pos:R:3:lowdin_charge:R:1
C -1.23 0.08 -0.31 -0.422
P 1.53 1.97 -0.40 0.830
H -2.40 -0.56 -1.99 0.122
C 1.20 0.10 -0.12 -0.774
H -2.70 1.31 0.63 0.116
H -2.71 -1.18 0.64 0.106
H 1.27 0.24 2.09 0.087
H -1.18 -1.22 1.49 0.054
H -0.72 -0.81 -2.16 0.042
C 1.73 2.68 1.08 -0.374
C 1.55 -0.49 1.24 -0.200
C -1.60 -1.07 0.53 -0.089
H -1.19 -2.07 0.01 0.121
H 0.99 -1.33 1.23 -0.012
P 2.00 -0.70 -1.56 0.811
C 1.57 -2.33 -1.32 -0.365
C -1.64 1.36 0.24 -0.116
H 0.84 -2.84 -0.67 -0.009
H -1.68 2.22 -0.43 0.077
H 1.76 2.33 2.09 -0.012
H -1.10 1.76 1.06 0.054
H 1.99 -3.15 -2.01 0.007
C -1.40 -0.11 -1.73 -0.098
H -1.39 0.78 -2.20 0.042
H 2.59 -0.67 1.44 0.065
H 1.92 3.68 1.12 -0.063
```



Here is a structure of composition C8H17Br2NNaO5Si2 at a distorted geometry from the Open Molecules 2025 dataset. Energies are from wB97M-V/def2-TZVPD.

The calculation puts the energy at -6635.1120 Ha. The value obtained for the LUMO energy is -4.8 eV. As for the HOMO energy: -11.97 eV. The charge is +1. For the frontier orbital gap, the calculation gives 7.15 eV.

```
36
Properties=species:S:1:pos:R:3:lowdin_charge:R:1
Si -0.65 -0.12 -0.72 0.533
Si -2.44 2.05 -1.28 0.556
C -0.46 3.52 -1.64 -0.478
H 3.69 1.58 3.44 0.121
H 3.92 0.01 4.32 0.116
C -0.51 -1.06 -3.51 -0.829
H -2.52 -0.93 -4.52 0.081
H -3.71 2.55 -0.71 0.000
H 1.10 -1.28 -2.03 0.081
C -0.60 -1.08 0.95 -0.282
C 3.28 0.55 3.58 -0.191
H 0.06 -1.74 -4.18 0.082
O 3.30 -0.16 2.32 -0.094
O -1.20 3.06 -0.63 -0.147
H 3.28 -1.09 2.58 0.086
O -1.04 -0.28 2.06 -0.129
Br -0.45 -3.26 -1.64 0.768
C -2.02 -1.49 -3.70 -0.161
C 1.77 0.60 4.10 -0.184
H -2.59 -1.49 -2.74 0.066
H -2.50 2.33 -2.72 0.002
O -2.25 0.40 -0.95 -0.333
H 1.79 0.36 5.19 0.128
H -1.99 -2.56 -4.03 0.064
Na 0.78 -5.56 -1.43 0.641
C -0.01 -1.35 -2.06 -0.672
H 0.35 0.94 -0.62 0.040
H 0.59 1.05 1.83 0.137
N 0.23 4.04 -2.37 0.182
O 0.91 -0.27 3.38 -0.123
Br -0.13 0.76 -4.12 0.759
H -0.48 1.24 3.28 0.149
H 0.39 -1.57 1.10 0.098
H -1.34 -1.91 0.83 0.079
H 1.46 1.68 4.03 0.120
C 0.00 0.49 2.59 -0.269
```



Here is an isolated molecule of C8H17Cl at a distorted geometry from the Open Molecules 2025 dataset. Energies are from wB97M-V/def2-TZVPD.

The relative energy (zero: lowest compared OMol25 entry of this formula, charge and spin) is 0.0 kcal/mol. The calculation puts the energy at -775.2065 Ha. The value obtained for the LUMO energy is 1.0 eV. As for the HOMO energy: -10.53 eV. For the frontier orbital gap, the calculation gives 11.51 eV.

```
26
Properties=species:S:1:pos:R:3:lowdin_charge:R:1
H 1.84 -1.01 2.22 0.055
H 0.49 0.04 -3.86 0.090
H 0.02 -1.54 3.53 0.074
C -0.76 -0.76 3.35 -0.115
H 0.53 0.91 1.46 0.149
H -1.31 -1.63 1.44 0.102
C 0.69 0.95 -1.17 -0.223
C -0.43 0.54 -3.46 -0.120
Cl 1.30 -2.74 0.72 0.564
H 2.28 -0.59 0.63 0.057
H -1.21 0.50 -0.36 0.120
H -1.68 -1.07 3.83 0.070
C 0.25 -0.10 1.08 -0.372
H 1.56 0.35 -1.49 0.120
C 1.49 -1.02 1.21 -0.532
H 0.71 2.28 -2.90 0.106
H 0.95 1.75 -0.52 0.099
H -0.33 -0.92 -0.85 0.101
H -0.84 2.16 -2.07 0.099
C -0.21 0.05 -0.37 -0.238
H -0.39 0.19 3.71 0.074
H -1.84 0.04 1.70 0.115
H -1.06 0.95 -4.24 0.063
C -0.99 -0.66 1.85 -0.260
C 0.00 1.57 -2.42 -0.263
H -1.05 -0.25 -3.00 0.065
```



Here is a cluster of 2 separate species, C8H17N2O in total at a distorted geometry from the Open Molecules 2025 dataset. Energies are from wB97M-V/def2-TZVPD.

The relative energy (zero: lowest compared OMol25 entry of this formula, charge and spin) is 56.5 kcal/mol. The calculation puts the energy at -499.4424 Ha. The value obtained for the LUMO energy is -3.0 eV. As for the HOMO energy: -12.84 eV. The charge is +1. For the frontier orbital gap, the calculation gives 9.80 eV.

```
28
Properties=species:S:1:pos:R:3:lowdin_charge:R:1
C 2.10 0.53 -1.80 -0.083
C 1.49 1.77 -1.10 -0.162
H 3.20 0.82 -1.85 0.159
H 1.48 -2.00 1.00 0.078
H -3.69 -1.66 0.44 0.081
O 1.90 -0.57 -0.86 -0.047
H -3.34 -0.87 -1.10 0.045
H 0.41 2.00 -1.24 0.117
H 2.01 2.82 -1.26 0.167
C -1.83 0.26 1.63 -0.037
H 0.35 -1.70 -1.51 0.084
H -2.45 -0.19 2.34 0.075
N -0.62 -1.60 -1.31 0.170
H -4.04 0.01 0.23 0.110
H 0.90 1.95 1.07 0.124
C 1.41 -0.10 0.28 -0.324
C 1.53 1.42 0.37 -0.107
H 1.82 0.34 -2.77 0.100
C -0.78 -0.80 -0.28 -0.119
H 2.60 1.64 0.69 0.162
H -0.87 0.49 1.97 0.048
N -1.90 -0.48 0.36 -0.149
C 1.63 -1.04 1.37 0.002
H 2.66 -0.88 1.67 0.116
H -2.34 1.25 1.47 0.114
H 1.00 -0.69 2.26 0.129
H -1.29 -1.90 -1.98 0.115
C -3.35 -0.81 -0.09 0.035
```



Question: What is the energy in the second record?
Answer: -6635.1120 Ha



Question: Which value of energy does entry 2 give?
Answer: -6635.1120 Ha